This record from OMol25 describes a structure of composition C6H9NO in a non-equilibrium geometry. The level of theory is ωB97M-V/def2-TZVPD.

Geometry (Å):
C (-0.821, -0.391, -0.092)
C (-0.373, 0.271, 1.185)
C (0.411, 1.153, 0.234)
C (-0.603, 0.945, -0.867)
C (1.333, 0.130, -0.401)
C (0.420, -1.099, -0.546)
H (-1.982, -1.802, 0.262)
H (-1.145, 1.029, 1.462)
H (-0.071, -0.266, 2.059)
H (0.926, 1.985, 0.679)
H (-0.419, 1.138, -1.922)
H (-1.538, 1.461, -0.747)
H (2.074, 0.414, -1.194)
H (1.697, -1.233, 1.279)
H (0.582, -1.720, -1.499)
N (1.641, -1.130, 0.209)
O (-2.134, -0.885, -0.100)

The calculation puts the total energy at -363.8710 a.u. The calculation puts the energy above the lowest of the compared OMol25 structures with the same formula, charge and spin at 4.170 eV. The HOMO energy is -9.10 eV. As for the total charge: 0. For the gap between HOMO and LUMO, the calculation gives 9.97 eV.


This record from OMol25 describes a structure of composition C6H9NO in a non-equilibrium geometry. The level of theory is ωB97M-V/def2-TZVPD.

Geometry (Å):
C (-0.017, -0.549, 0.539)
C (0.104, -0.241, -0.780)
C (-0.040, -1.696, -0.433)
C (-2.106, -0.171, 0.378)
N (-2.429, 1.145, 0.433)
C (2.072, -0.037, -0.392)
C (2.477, 1.117, 0.118)
O (-2.921, -1.064, 0.455)
H (0.220, -0.270, 1.551)
H (-0.129, 0.502, -1.523)
H (-1.722, 1.856, 0.357)
H (-3.393, 1.431, 0.570)
H (-0.993, -2.181, -0.619)
H (0.826, -2.343, -0.498)
H (2.760, -0.746, -0.852)
H (1.772, 1.807, 0.583)
H (3.518, 1.440, 0.112)

The calculation puts the total energy at -363.7841 a.u. The calculation puts the energy above the lowest of the compared OMol25 structures with the same formula, charge and spin at 6.534 eV. The HOMO energy is -7.39 eV. As for the total charge: 0. For the gap between HOMO and LUMO, the calculation gives 8.12 eV.


What is the gap between HOMO and LUMO in the second record? 8.12 eV


Repeat the second record exactly.
This record from OMol25 describes a structure of composition C6H9NO in a non-equilibrium geometry. The level of theory is ωB97M-V/def2-TZVPD.

Geometry (Å):
C (-0.017, -0.549, 0.539)
C (0.104, -0.241, -0.780)
C (-0.040, -1.696, -0.433)
C (-2.106, -0.171, 0.378)
N (-2.429, 1.145, 0.433)
C (2.072, -0.037, -0.392)
C (2.477, 1.117, 0.118)
O (-2.921, -1.064, 0.455)
H (0.220, -0.270, 1.551)
H (-0.129, 0.502, -1.523)
H (-1.722, 1.856, 0.357)
H (-3.393, 1.431, 0.570)
H (-0.993, -2.181, -0.619)
H (0.826, -2.343, -0.498)
H (2.760, -0.746, -0.852)
H (1.772, 1.807, 0.583)
H (3.518, 1.440, 0.112)

The calculation puts the total energy at -363.7841 a.u. The calculation puts the energy above the lowest of the compared OMol25 structures with the same formula, charge and spin at 6.534 eV. The HOMO energy is -7.39 eV. As for the total charge: 0. For the gap between HOMO and LUMO, the calculation gives 8.12 eV.